# 1
A cluster of 2 separate species, C2H3Cl2NO2 in total in a non-equilibrium geometry. Source: the OMol25 dataset; level of theory: ωB97M-V/def2-TZVPD.

For the LUMO energy, the calculation gives 0.0117 Eh. The calculation puts the largest force on an atom at 5.90 eV/A. The relative energy (zero: lowest compared OMol25 entry of this formula, charge and spin) is 228.01 kJ/mol. The calculation puts the total energy at -32750.664 eV.

Cartesian coordinates (Å):
Cl -1.671 1.296 -1.275
Cl -1.793 1.715 1.583
C 0.743 1.979 -2.294
C -0.691 1.607 0.171
O 1.248 0.995 -2.082
H -0.494 -0.513 0.662
N 0.023 0.268 0.403
H 0.306 0.111 -0.696
O 0.376 3.066 -2.435
H 0.856 0.478 0.932

What are the Löwdin partial charges on each atom? They are as follows, in elementary charge units: atom 1 (Cl): 0.558, atom 2 (Cl): 0.442, atom 3 (C): -0.570, atom 4 (C): -1.108, atom 5 (O): 0.169, atom 6 (H): 0.080, atom 7 (N): -0.024, atom 8 (H): 0.141, atom 9 (O): 0.184, atom 10 (H): 0.128


# 2
The ion C4H13N2 with charge +1 in a non-equilibrium geometry. Source: the OMol25 dataset; level of theory: ωB97M-V/def2-TZVPD.

As for the charge: +1. For the LUMO energy, the calculation gives -0.1193 Eh. The calculation puts the largest force on an atom at 3.24 eV/A. The relative energy (zero: lowest compared OMol25 entry of this formula, charge and spin) is 214.36 kJ/mol. The structure (SMILES) is C[NH2+][C@@H](C)CN. The calculation puts the total energy at -7331.266 eV.

Cartesian coordinates (Å):
C 0.002 -0.053 -0.270
H -0.407 0.663 -1.013
C 1.675 1.816 0.541
H -3.402 -0.614 -0.531
H 0.404 -2.209 -0.598
H -2.218 -1.183 -1.633
H 1.853 -1.364 -0.361
H 2.456 1.880 1.351
H 1.107 2.747 0.598
N 0.690 0.719 0.995
H 0.911 -1.171 -1.851
H 2.096 1.469 -0.372
H -1.436 -1.501 0.756
C -1.397 -0.571 0.216
H 1.087 -0.141 1.423
H -1.680 0.178 0.908
N -2.394 -0.531 -0.863
C 0.807 -1.265 -0.787
H -0.154 1.128 1.491

What are the Löwdin partial charges on each atom? They are as follows, in elementary charge units: atom 1 (C): -0.242, atom 2 (H): 0.152, atom 3 (C): 0.031, atom 4 (H): 0.121, atom 5 (H): 0.062, atom 6 (H): 0.083, atom 7 (H): 0.111, atom 8 (H): 0.118, atom 9 (H): 0.106, atom 10 (N): 0.037, atom 11 (H): 0.084, atom 12 (H): 0.086, atom 13 (H): 0.115, atom 14 (C): -0.266, atom 15 (H): 0.174, atom 16 (H): 0.086, atom 17 (N): -0.001, atom 18 (C): -0.031, atom 19 (H): 0.177